(1)
{
  "formula": "C30H42AuBrN6OPS",
  "method": "wB97M-V/def2-TZVPD",
  "total_energy_ha": -5021.0597,
  "charge": 1,
  "mol_weight_g_mol": 842.62,
  "gap_ev": [5.0, 5.0],
  "elements": ["Au", "O", "C", "C", "C", "N", "C", "Br", "C", "H", "H", "H", "H", "S", "C", "N", "N", "C", "C", "C", "C", "C", "C", "N", "N", "C", "C", "C", "C", "C", "C", "H", "H", "H", "H", "H", "H", "H", "H", "H", "H", "H", "C", "C", "C", "C", "P", "N", "C", "C", "C", "C", "C", "C", "C", "C", "H", "H", "H", "H", "H", "H", "H", "H", "H", "H", "H", "H", "H", "H", "H", "H", "H", "H", "H", "H", "H", "H", "H", "H", "H", "H", "H"],
  "coordinates": [[1.0810, -0.5111, 0.5451], [-0.4938, -3.2611, 6.3038], [-0.1473, -2.6507, 5.1736], [-0.0864, -1.2582, 5.0415], [0.2947, -0.7271, 3.8282], [0.6128, -1.4747, 2.7793], [0.5705, -2.7920, 2.9110], [1.1047, -3.7835, 1.3958], [0.1917, -3.4391, 4.0681], [-0.7238, -2.6319, 7.0017], [-0.3232, -0.6116, 5.8723], [0.3818, 0.3372, 3.6719], [0.1755, -4.5143, 4.1468], [1.2289, -1.1390, -1.8426], [2.9020, -0.5792, -1.9244], [3.4412, -0.1677, -3.0501], [2.7283, -0.1641, -4.1260], [3.0816, 0.4782, -5.2881], [4.3095, 1.1334, -5.4229], [4.5775, 1.8323, -6.5814], [3.6405, 1.8855, -7.6048], [2.4298, 1.2174, -7.4785], [2.1463, 0.5092, -6.3296], [3.6868, -0.5701, -0.8641], [3.2310, -0.6513, 0.3223], [4.1751, -0.7585, 1.3279], [3.7501, -0.8103, 2.6576], [4.6691, -0.9532, 3.6753], [6.0225, -1.0316, 3.3828], [6.4571, -0.9595, 2.0661], [5.5467, -0.8232, 1.0409], [1.7856, -0.5789, -4.0872], [5.0193, 1.0849, -4.6129], [5.5182, 2.3479, -6.6919], [3.8526, 2.4478, -8.5010], [1.7069, 1.2600, -8.2782], [1.2062, -0.0130, -6.2217], [2.6950, -0.7434, 2.8676], [4.3308, -1.0109, 4.7005], [6.7348, -1.1482, 4.1831], [7.5112, -1.0138, 1.8421], [5.8591, -0.7559, 0.0113], [-1.8020, 2.8272, 1.8699], [-2.8286, 1.7006, 1.7096], [-2.7783, 0.8624, 2.9876], [-4.2279, 2.2692, 1.5238], [-2.2017, 0.5571, 0.2869], [-0.6849, 0.4164, 0.6171], [-2.5110, 1.4137, -1.4234], [-1.5557, 0.8011, -2.4438], [-3.9530, 1.3148, -1.9056], [-2.1126, 2.8820, -1.2878], [-3.0844, -1.1659, 0.3081], [-4.5888, -1.0923, 0.5388], [-2.7754, -1.8725, -1.0116], [-2.4285, -2.0025, 1.4053], [-1.8469, 3.2263, 2.8821], [-1.9801, 3.6536, 1.1912], [-0.7985, 2.4394, 1.7018], [-2.8648, 1.5150, 3.8566], [-1.8237, 0.3434, 3.0475], [-3.5911, 0.1428, 3.0391], [-4.4831, 2.8496, 2.4100], [-4.9763, 1.4907, 1.4120], [-4.2900, 2.9390, 0.6718], [-1.7953, -0.2250, -2.6948], [-0.5370, 0.8352, -2.0634], [-1.5937, 1.3825, -3.3652], [-4.2211, 0.3032, -2.1950], [-4.0666, 1.9427, -2.7891], [-4.6597, 1.6647, -1.1588], [-1.1255, 2.9706, -0.8397], [-2.8304, 3.4540, -0.7093], [-2.0690, 3.3340, -2.2788], [-5.0888, -0.4190, -0.1509], [-4.8191, -0.7870, 1.5561], [-5.0103, -2.0871, 0.3964], [-3.3244, -1.4537, -1.8489], [-3.0615, -2.9207, -0.9324], [-1.7075, -1.8425, -1.2243], [-2.6674, -1.6584, 2.4065], [-1.3494, -1.9801, 1.2740], [-2.7660, -3.0340, 1.3188]],
  "forces_ev_per_angstrom": [[-0.8573, -0.0412, -1.6317], [-0.1249, -0.2177, 0.2551], [0.1776, 0.4338, -0.5312], [0.0053, -0.1483, -0.0447], [-0.0577, 0.0189, 0.3587], [0.1630, 0.1712, -0.7229], [0.0621, -0.1719, 0.0388], [-0.0692, -0.0969, 0.1234], [-0.0239, 0.0778, 0.2397], [0.0642, -0.0465, -0.1497], [-0.0251, 0.0944, 0.0731], [-0.1112, 0.1727, 0.0882], [-0.0039, -0.0606, -0.0595], [-0.1680, 0.4050, 1.7270], [-1.5389, -0.3302, -0.9442], [0.4179, 0.2058, -0.1109], [-0.9926, -1.0590, 1.3560], [0.5705, 0.9015, -1.4048], [-0.3365, -0.2773, 0.2585], [-0.1217, -0.0129, -0.1744], [-0.0422, -0.0193, -0.0222], [0.2020, 0.1162, -0.0869], [0.2661, -0.1047, 0.4726], [1.3739, 0.2435, 1.8828], [-1.4294, -0.0855, -2.1489], [1.3026, -0.0716, 1.2868], [-0.1325, 0.0680, -0.5661], [0.1812, -0.0228, 0.0953], [-0.0749, -0.0167, 0.0787], [-0.0478, 0.0200, 0.0924], [-0.3736, 0.0286, -0.1330], [0.3370, 0.3527, -0.0055], [0.0839, 0.0566, 0.0579], [0.1116, 0.0348, 0.0238], [0.0226, 0.0339, -0.0736], [-0.0758, -0.0329, -0.0575], [-0.1299, -0.0293, 0.0152], [0.0839, -0.0094, 0.0474], [-0.0049, 0.0289, 0.0324], [0.1194, -0.0148, 0.0887], [0.0848, 0.0040, -0.0312], [0.1203, -0.0657, -0.0166], [0.1566, 0.0607, -0.0425], [0.3561, -0.3165, -0.1687], [0.0283, -0.1014, -0.0584], [0.0231, -0.0841, -0.1962], [-1.5917, -0.2510, -0.9508], [2.3354, -0.3998, 0.7323], [0.0023, -0.3394, 0.6429], [0.0979, 0.0068, 0.1325], [0.0363, -0.0070, 0.0176], [0.0169, -0.0145, 0.0521], [0.2550, 0.5891, 0.0936], [0.0427, 0.0442, -0.0218], [-0.0135, 0.0715, -0.0368], [0.1204, 0.1128, -0.0064], [-0.1156, 0.0002, 0.1175], [0.0180, 0.0368, -0.0533], [0.0608, 0.1436, 0.0675], [-0.0514, 0.1120, -0.0003], [-0.0898, -0.0499, 0.0895], [-0.0196, -0.0946, 0.0214], [-0.0006, 0.0474, 0.1067], [-0.1263, -0.0630, -0.0134], [-0.0447, 0.0594, -0.0762], [-0.0031, -0.1136, -0.0399], [-0.0099, 0.0431, -0.0862], [-0.0602, 0.1047, -0.0604], [-0.0825, -0.0644, 0.0010], [-0.0289, 0.0704, -0.0868], [-0.1352, 0.0513, 0.0392], [0.0836, 0.1025, 0.0456], [-0.0205, 0.0759, 0.0750], [-0.0146, -0.0326, -0.1053], [-0.0825, 0.0397, -0.0687], [-0.0723, 0.0534, 0.0647], [-0.0597, -0.1021, -0.0134], [0.0302, 0.0250, -0.0822], [-0.0573, -0.0873, 0.0809], [0.0793, -0.0490, -0.0841], [0.0206, 0.0256, 0.0783], [-0.0167, -0.1254, 0.0648], [-0.0748, -0.1141, -0.0485]],
  "mulliken_charge": [0.52, -0.54, 0.88, -0.65, -0.94, 0.16, 0.00, -0.06, -0.72, 0.32, 0.40, 0.70, 0.52, -0.49, 0.21, -0.56, 0.43, 0.76, -0.30, -0.56, -0.50, -0.59, -0.49, -0.25, 0.27, 0.21, 0.03, -0.57, -0.48, -0.68, -0.27, 0.17, 0.42, 0.37, 0.39, 0.37, 0.35, 0.02, 0.41, 0.40, 0.38, 0.44, -1.84, 1.96, -1.78, -1.84, 0.96, -0.43, 2.27, -1.93, -1.91, -1.90, 2.18, -1.90, -1.79, -1.70, 0.50, 0.32, 0.35, 0.69, 0.08, 0.25, 0.51, 0.32, 0.30, 0.26, 0.30, 0.57, 0.27, 0.53, 0.32, 0.38, 0.28, 0.62, 0.24, 0.33, 0.54, 0.32, 0.60, 0.22, 0.27, 0.13, 0.65]
}

=====

(2)
{
  "formula": "C30H42BrCdN6O2SSi",
  "method": "wB97M-V/def2-TZVPD",
  "total_energy_ha": -5076.8965,
  "charge": -1,
  "mol_weight_g_mol": 771.18,
  "gap_ev": 6.7,
  "elements": ["Cd", "Br", "C", "C", "C", "C", "C", "C", "N", "N", "C", "C", "C", "C", "O", "C", "N", "C", "C", "C", "C", "H", "H", "H", "H", "H", "H", "H", "H", "H", "C", "N", "C", "C", "O", "N", "C", "C", "H", "H", "H", "H", "H", "H", "H", "H", "H", "H", "H", "H", "C", "Si", "C", "C", "C", "C", "C", "C", "C", "C", "H", "H", "H", "H", "H", "H", "H", "H", "H", "H", "H", "H", "H", "H", "H", "H", "H", "H", "H", "H", "H", "S", "C", "N"],
  "coordinates": [[1.4779, 0.3050, -0.0443], [-4.3698, 3.0141, 5.0782], [-3.6554, 4.2705, 3.8278], [-2.2845, 4.3981, 3.6865], [-1.7737, 5.2210, 2.7078], [-2.6336, 5.9242, 1.8434], [-4.0176, 5.8514, 2.0850], [-4.5281, 5.0118, 3.0485], [-2.1621, 6.7922, 0.8999], [-1.2787, 6.6211, 0.0265], [-0.7338, 5.4574, -0.3925], [0.4671, 5.6090, -1.1196], [1.2474, 4.5526, -1.4919], [0.9509, 3.2101, -1.1142], [1.6234, 2.2291, -1.4935], [-0.2541, 3.0406, -0.2874], [-0.4869, 1.8373, 0.2449], [-1.6349, 1.6001, 0.8389], [-2.7083, 2.4877, 0.7438], [-2.4732, 3.7438, 0.2377], [-1.1670, 4.1131, -0.1289], [-1.6198, 3.8281, 4.3164], [-0.7038, 5.3061, 2.5785], [-4.6855, 6.4187, 1.4524], [-5.5960, 4.9152, 3.1853], [0.7694, 6.6232, -1.3402], [2.1489, 4.7140, -2.0633], [-1.7387, 0.6529, 1.3521], [-3.6970, 2.1895, 1.0561], [-3.2855, 4.4408, 0.1061], [-3.3851, -2.9324, -2.0151], [-2.8861, -1.6255, -1.6375], [-2.5774, -0.7743, -2.7697], [-2.0142, -1.5230, -0.5683], [-0.9938, -0.8583, -0.6187], [-2.3809, -2.2381, 0.5476], [-1.4066, -2.4416, 1.5983], [-3.7596, -2.3237, 0.9669], [-2.7884, -3.3362, -2.8416], [-4.4284, -2.8659, -2.3355], [-3.3067, -3.6152, -1.1751], [-1.7051, -1.1294, -3.3270], [-2.3582, 0.2292, -2.4102], [-3.4474, -0.7519, -3.4254], [-0.4186, -2.1618, 1.2322], [-1.3991, -3.4972, 1.8844], [-1.6351, -1.8436, 2.4859], [-4.4018, -1.8677, 0.2191], [-3.8906, -1.7791, 1.9080], [-4.0709, -3.3606, 1.1268], [4.2465, -1.0335, -1.6118], [2.7272, -1.7860, -0.6809], [1.8880, -2.9540, -2.0364], [2.8225, -4.0425, -2.5630], [0.6172, -3.6306, -1.5265], [1.4990, -2.0293, -3.1893], [3.4435, -2.8305, 0.8361], [2.6227, -4.0715, 1.1861], [4.8801, -3.2680, 0.5577], [3.4703, -1.9370, 2.0754], [4.8652, -0.4816, -0.9102], [3.9046, -0.3155, -2.3580], [4.8865, -1.7597, -2.1057], [3.0781, -4.7399, -1.7687], [3.7436, -3.6203, -2.9563], [2.3378, -4.6061, -3.3637], [0.8333, -4.4015, -0.7930], [0.0763, -4.1039, -2.3491], [-0.0306, -2.8958, -1.0675], [2.3870, -1.6007, -3.6462], [0.8715, -1.2114, -2.8312], [0.9483, -2.5711, -3.9601], [2.6293, -4.7924, 0.3745], [1.5922, -3.8074, 1.4100], [3.0415, -4.5645, 2.0654], [4.9458, -3.8720, -0.3436], [5.2669, -3.8559, 1.3920], [5.5193, -2.3993, 0.4396], [2.4731, -1.5781, 2.3410], [4.1010, -1.0686, 1.9081], [3.8696, -2.4902, 2.9283], [5.6178, 1.6282, 1.2028], [4.0261, 1.5473, 1.2772], [2.8598, 1.4591, 1.3836]],
  "forces_ev_per_angstrom": [[-0.0944, 0.5687, -0.1893], [0.0872, 0.1373, -0.0440], [-0.1608, -0.1541, 0.1178], [-0.1016, -0.1467, 0.1664], [-0.1778, 0.3186, -0.2829], [-0.0990, -0.9126, 1.1511], [0.4187, 0.1498, -0.3603], [0.0014, -0.2489, 0.2023], [-0.2884, 1.4381, -0.4933], [-0.1438, 0.7090, -0.1197], [0.4949, -0.9330, -0.3696], [-0.4284, -0.1246, 0.3074], [0.2867, -0.2128, -0.1031], [0.0502, 0.4186, -0.1818], [0.0237, -0.5036, 0.3400], [-0.3097, 0.6091, 0.0412], [0.5429, -0.4868, 0.1026], [-0.2004, -0.1751, -0.0269], [0.0951, 0.1912, -0.1570], [-0.0650, -0.3682, -0.1106], [0.2042, -0.1472, 0.0583], [0.0712, -0.0573, 0.0755], [0.0561, -0.0173, -0.0541], [-0.0059, 0.1083, -0.0400], [-0.0263, 0.0132, 0.0169], [-0.0003, 0.0813, -0.0611], [0.0960, -0.0428, -0.0382], [-0.0055, -0.0825, -0.0826], [-0.0785, -0.0201, 0.1318], [0.0193, -0.0170, 0.0587], [-0.0820, -0.1062, -0.0347], [0.1445, 0.1067, 0.0322], [0.0624, 0.2254, 0.0883], [-0.1152, -0.1233, -0.0091], [-0.0125, 0.0645, -0.1100], [0.0689, 0.0997, 0.1645], [0.2209, -0.0470, -0.0891], [-0.1700, -0.0590, 0.0162], [-0.0414, -0.0291, 0.0188], [0.0292, -0.0485, 0.0055], [-0.0608, -0.0755, -0.0518], [-0.0042, -0.0541, -0.0269], [-0.0247, 0.0115, -0.0927], [0.0152, 0.0501, -0.0399], [-0.0638, -0.0622, 0.0567], [0.0333, 0.0491, 0.0589], [-0.0162, 0.0551, -0.0121], [-0.0560, -0.0467, -0.0031], [-0.0276, -0.0284, 0.0071], [-0.0216, 0.0095, 0.0037], [-0.5425, -0.1237, 0.3468], [0.4871, -0.6445, -0.4288], [0.0317, 0.1467, 0.2957], [0.0357, 0.2552, 0.2168], [0.1435, 0.0932, 0.1291], [0.1202, 0.1130, 0.2107], [-0.1702, 0.1463, -0.0713], [0.0097, 0.2101, -0.2690], [-0.1559, 0.1258, -0.1411], [-0.0976, 0.1224, -0.1676], [0.1103, 0.1819, 0.1789], [-0.0409, 0.0356, -0.0224], [0.0472, -0.2525, -0.0719], [0.1090, -0.1711, 0.0371], [0.1688, 0.0154, -0.0873], [-0.0697, -0.0798, -0.1202], [0.0038, -0.1158, 0.1107], [-0.0866, -0.0743, -0.1920], [-0.2066, 0.0750, 0.0866], [0.0717, 0.1334, -0.1489], [-0.0748, 0.0901, -0.0433], [-0.0942, -0.1510, -0.1358], [-0.0742, -0.1872, -0.1109], [-0.2456, -0.0347, 0.0399], [0.0824, -0.0198, 0.1582], [0.0914, -0.1358, -0.1706], [0.0429, -0.1071, 0.1433], [0.2071, 0.1013, -0.0754], [-0.0174, 0.0171, 0.0218], [0.0749, 0.2098, 0.0862], [0.0848, -0.0783, 0.1260], [1.3500, 0.0775, -0.1102], [-1.1812, -0.0828, 0.2820], [-0.3547, 0.0240, -0.1411]],
  "mulliken_charge": [0.88, -0.22, 0.09, -0.53, 0.08, -0.20, -0.03, -0.53, -0.85, -0.39, 0.17, -0.19, -0.98, 0.33, -0.69, 0.05, -0.10, -0.56, -1.35, -0.29, 0.10, 0.44, 0.40, 0.44, 0.39, 0.43, 0.41, 0.89, 0.56, 0.97, -1.21, 0.06, -0.88, -0.32, 0.23, 0.42, -0.94, -1.23, 0.36, 0.30, 0.41, 0.23, 0.19, 0.35, 0.01, 0.44, 0.39, 0.43, 0.36, 0.29, -1.32, 0.24, 2.63, -1.96, -1.71, -1.91, 2.33, -1.71, -1.99, -1.69, 0.27, 0.38, 0.37, 0.35, 0.33, 0.52, 0.26, 0.54, 0.15, 0.41, 0.09, 0.49, 0.33, 0.16, 0.58, 0.34, 0.52, 0.36, 0.24, 0.23, 0.49, -0.52, 0.46, -0.92]
}

=====

Which formula does entry 1 have? C30H42AuBrN6OPS